Density functional theory data (ωB97M-V/def2-TZVPD) for one molecule with the formula CFIS.

Geometry (Å):
C1 0.242 -0.127 0.083
F1 -0.244 1.032 -0.066
S1 -0.884 -1.591 -0.018
I1 2.318 -0.161 0.013

Results
Multiplicity: 1
LUMO level (eV): -1.2
Relative energy (zero: lowest compared OMol25 entry of this formula, charge and spin) (kJ/mol): 98.52
HOMO energy (eV): -9.285
SMILES string: FC(=S)I

Now the Mulliken charges, all in e:
1 C 0.072
2 F -0.089
3 S -0.179
4 I 0.196



Density functional theory data (ωB97M-V/def2-TZVPD) for an isolated ion of composition CFN2OS and charge -1.

Geometry (Å):
C1 1.532 -0.096 -0.216
N1 2.486 -0.703 -0.085
N2 0.483 0.636 -0.459
O1 -0.472 0.646 0.638
F1 -2.563 0.084 -0.512
S1 -1.466 -0.566 0.634

Results
Multiplicity: 1
Charge: -1
LUMO level (eV): 3.7
Relative energy (zero: lowest compared OMol25 entry of this formula, charge and spin) (kJ/mol): 0.00
HOMO energy (eV): -3.552
SMILES string: N#C[N-]OSF

Now the Mulliken charges, all in e:
1 C 0.519
2 N -0.581
3 N -0.654
4 O -0.174
5 F -0.322
6 S 0.211



Density functional theory data (ωB97M-V/def2-TZVPD) for CFN3O2 as an isolated structure.

Geometry (Å):
C1 1.406 0.061 -0.016
N1 2.509 -0.249 -0.072
N2 0.142 0.343 0.111
N3 -0.990 -0.484 -0.001
O1 -0.693 -1.639 0.054
O2 -2.036 0.046 -0.103
F1 -0.337 1.921 0.026

Results
Multiplicity: 1
LUMO level (eV): -2.9
Relative energy (zero: lowest compared OMol25 entry of this formula, charge and spin) (kJ/mol): 281.88
HOMO energy (eV): -12.008

Now the Mulliken charges, all in e:
1 C 0.424
2 N -0.279
3 N 0.008
4 N 1.134
5 O -0.536
6 O -0.513
7 F -0.238



Density functional theory data (ωB97M-V/def2-TZVPD) for CH10ClN2NiO4 as an isolated structure.

Geometry (Å):
C1 -2.017 0.978 -1.617
Ni1 0.459 0.180 -0.034
N1 2.098 0.078 1.231
N2 1.420 -0.561 -1.816
H1 2.043 -0.762 1.815
H2 -1.130 1.399 -1.088
H3 -2.933 1.498 -1.300
H4 -2.132 -0.087 -1.325
H5 -1.907 1.236 -2.668
H6 1.816 -1.508 -1.711
H7 2.202 0.015 -2.164
H8 0.784 -0.637 -2.621
H9 2.988 0.051 0.738
H10 2.121 0.876 1.875
O1 -0.936 -1.730 1.264
Cl1 -1.204 -0.618 2.182
O2 -2.598 -0.353 2.291
O3 -0.569 -0.820 3.444
O4 -0.508 0.763 1.504

Results
Multiplicity: 3
Charge: -1
LUMO level (alpha / beta) (eV): 3.6 / 3.4
HOMO energy (alpha / beta) (eV): 0.146 / -3.677

Mulliken atomic charge list, values in e, 8 entries:
1 C -1.342
2 Ni 0.157
3 N -0.845
4 N -1.437
5 H 0.265
6 H 0.180
7 H 0.321
8 H 0.270



Density functional theory data (ωB97M-V/def2-TZVPD) for CH10CuO8 as an isolated structure.

Geometry (Å):
Cu1 -14.513 -4.442 -7.108
C1 -13.960 -5.886 -8.666
O1 -15.153 -6.106 -7.966
O2 -13.465 -6.855 -9.333
O3 -13.443 -4.725 -8.551
O4 -15.364 -7.725 -5.984
H1 -14.522 -7.829 -5.490
H2 -15.257 -7.198 -6.819
O5 -12.958 -4.016 -6.018
H3 -12.189 -3.506 -6.221
H4 -12.894 -4.293 -5.121
O6 -17.834 -6.194 -7.648
H5 -16.921 -6.076 -7.732
H6 -18.177 -5.492 -7.081
O7 -15.628 -5.077 -5.408
H7 -15.572 -6.020 -5.448
H8 -16.547 -4.831 -5.629
O8 -15.610 -3.034 -7.534
H9 -15.114 -2.452 -8.124
H10 -15.352 -2.562 -6.705

Results
Multiplicity: 1
Charge: -1
LUMO level (eV): 2.5
Relative energy (zero: lowest compared OMol25 entry of this formula, charge and spin) (kJ/mol): 15.23
HOMO energy (eV): -1.893

Mulliken atomic charge list, values in e, 8 entries:
1 Cu -0.192
2 C 0.886
3 O -0.903
4 O -0.806
5 O -0.622
6 O -0.810
7 H 0.270
8 H 0.580



Density functional theory data (ωB97M-V/def2-TZVPD) for CH10FN2Sn as an isolated structure.

Geometry (Å):
C1 -2.499 0.993 -1.055
Sn1 -0.142 0.429 0.795
N1 1.891 -0.134 2.013
N2 1.078 -0.725 -1.104
H1 1.841 -0.983 2.573
H2 -1.743 1.688 -0.660
H3 -3.510 1.326 -0.762
H4 -2.378 -0.034 -0.692
H5 -2.463 1.027 -2.152
H6 1.467 -1.671 -0.981
H7 1.872 -0.164 -1.453
H8 0.473 -0.825 -1.935
H9 2.772 -0.161 1.492
H10 1.986 0.649 2.677
F1 -0.645 -1.416 1.243

Results
Multiplicity: 1
Charge: -1
LUMO level (alpha / beta) (eV): 3.5 / 3.5
HOMO energy (alpha / beta) (eV): 0.524 / 0.513

Mulliken atomic charge list, values in e, 8 entries:
1 C -0.832
2 Sn -0.516
3 N -0.617
4 N -2.862
5 H 0.206
6 H 0.144
7 H 0.268
8 H 0.176



Number 1: F_max 6.500 eV/A. Number 2: F_max 4.208 eV/A. Number 3: F_max 5.352 eV/A. Number 4: F_max 4.125 eV/A. Number 5: F_max 4.714 eV/A. Number 6: F_max 1.814 eV/A.